C14H36F3O7PtS5 | wB97M-V/def2-TZVPD

Summary:
Relative energy (zero: lowest compared OMol25 entry of this formula, charge and spin), kcal/mol: 46.0
Lowest unoccupied orbital energy (alpha / beta), eV: -2.06 / -2.06
HOMO energy (alpha / beta), eV: -9.2 / -9.8
Spin multiplicity: 3
Net charge: +1
Energy, eV: -94996.6844
Gap between HOMO and LUMO (alpha / beta), eV: 7.2 / 7.8

Positions of all 66 atoms, in Å:
Pt 0.496 0.257 -0.638
C -0.413 3.025 1.337
O -1.434 2.185 1.906
O 0.319 2.231 0.414
C -0.991 4.411 0.800
F -1.186 5.302 1.721
F -0.161 5.034 -0.100
F -2.175 4.229 0.193
C -2.202 2.622 3.031
C -2.775 1.322 3.697
H -1.943 0.773 4.140
H -3.478 1.592 4.484
H -3.225 0.649 2.969
H -3.040 3.257 2.738
H -1.690 3.199 3.803
H 0.233 3.220 2.196
C 2.546 -2.644 2.541
S 1.902 -0.958 2.350
O 1.629 -0.709 0.873
C 0.368 -1.036 3.354
H 1.825 -3.412 2.260
H 2.906 -2.838 3.551
H 3.404 -2.758 1.878
H -0.259 -1.858 3.007
H -0.074 -0.072 3.100
H 0.544 -1.134 4.424
C -2.214 1.465 -4.219
S -1.350 1.988 -2.663
O -1.049 0.652 -1.994
C 0.228 2.666 -3.315
H -3.049 0.787 -4.043
H -1.488 0.873 -4.777
H -2.574 2.246 -4.888
H 0.024 3.429 -4.067
H 0.912 1.891 -3.659
H 0.743 3.161 -2.491
C -3.475 0.008 0.223
S -2.258 -1.099 1.047
O -0.903 -0.977 0.335
C -3.006 -2.725 0.562
H -4.379 0.055 0.831
H -3.758 -0.367 -0.760
H -3.151 1.043 0.118
H -3.912 -2.762 1.168
H -2.423 -3.605 0.834
H -3.317 -2.788 -0.480
C 4.395 -0.480 -1.975
S 3.708 1.187 -1.788
O 2.166 1.026 -1.684
C 4.189 1.403 -0.021
H 5.459 -0.478 -1.741
H 4.141 -0.920 -2.939
H 3.847 -1.107 -1.272
H 3.878 2.379 0.346
H 5.278 1.365 0.030
H 3.823 0.612 0.633
C 1.532 -3.813 -2.970
S 1.478 -2.940 -1.336
O 0.887 -1.564 -1.640
C 0.188 -3.906 -0.477
H 1.985 -3.252 -3.786
H 0.497 -3.921 -3.297
H 2.018 -4.784 -2.886
H 0.550 -4.930 -0.361
H -0.642 -4.064 -1.166
H -0.101 -3.642 0.539

Force components x, y, z for each atom (eV/Å):
Pt -0.35 2.06 1.48
C 1.54 -2.37 -0.90
O -0.60 0.43 0.00
O -1.36 2.37 1.03
C 0.85 -1.38 -1.80
F -0.22 0.87 1.95
F -0.32 -0.92 0.29
F -0.16 -0.24 -0.39
C -0.99 -1.23 0.20
C 0.85 1.02 -0.32
H -0.03 -0.02 0.15
H -0.07 -0.12 -0.07
H -0.23 0.28 0.01
H -0.05 0.05 -0.37
H 0.72 -0.05 -0.21
H 0.29 0.80 0.04
C -0.20 -0.30 -0.53
S 0.85 0.55 0.84
O 1.19 -1.59 1.99
C 0.13 -0.18 -1.26
H -0.20 0.11 0.04
H -0.24 0.36 0.13
H -0.02 0.28 -0.08
H -0.09 0.10 -0.02
H -0.30 -0.04 0.16
H 0.46 0.12 -0.15
C 0.91 -0.50 -0.36
S -0.37 0.52 -0.56
O -0.93 0.40 -1.49
C -0.17 -0.10 0.21
H 0.04 0.21 0.71
H 0.13 0.01 -0.01
H 0.22 0.46 0.48
H -0.22 -0.20 -0.12
H -0.40 -0.18 -0.22
H -0.36 -0.10 0.31
C -0.36 -0.31 -0.23
S 0.40 0.15 -0.97
O -2.61 -1.41 1.29
C -0.60 0.68 0.13
H 0.06 -0.31 0.24
H 0.25 -0.16 0.00
H 0.73 -0.23 0.28
H -0.10 0.01 0.05
H 0.37 0.42 0.10
H 0.31 0.24 -0.08
C -0.75 -0.34 0.42
S -1.85 -0.44 1.86
O 2.79 0.88 -1.61
C 0.81 0.04 -0.39
H -0.04 0.02 -0.25
H 0.35 0.52 -0.27
H 0.13 0.10 0.37
H -0.28 -0.08 -0.30
H 0.12 0.11 -0.15
H -0.44 -0.05 -0.43
C -1.09 -0.05 0.31
S 0.04 1.03 0.06
O 0.54 -2.63 -1.32
C 0.13 -1.47 -1.00
H 0.43 0.47 0.65
H -0.10 -0.26 0.15
H -0.04 0.06 0.23
H 0.60 -0.07 -0.12
H -0.35 0.62 0.22
H 0.21 0.94 -0.40



C14H36FeN3O5 | wB97M-V/def2-TZVPD

Summary:
Relative energy (zero: lowest compared OMol25 entry of this formula, charge and spin), kcal/mol: 0.4
Lowest unoccupied orbital energy (alpha / beta), eV: -2.36 / -2.36
HOMO energy (alpha / beta), eV: -11.8 / -11.2
Spin multiplicity: 5
Net charge: +1
Energy, eV: -64193.6691
Gap between HOMO and LUMO (alpha / beta), eV: 9.5 / 8.8

Positions of all 59 atoms, in Å:
Fe -0.306 0.036 -0.561
C -1.236 -3.390 -2.361
C -0.700 -2.148 -1.706
O -0.543 -1.065 -2.360
O -0.425 -2.161 -0.470
H -0.415 -4.115 -2.326
H -1.486 -3.224 -3.401
H -2.026 -3.805 -1.742
C -3.058 3.081 -2.467
C -2.404 2.141 -1.451
C -3.207 0.878 -1.212
O -2.479 0.065 -0.294
C -3.276 -0.973 0.290
N -0.979 1.794 -1.778
H -2.994 4.120 -2.144
H -4.124 2.867 -2.558
H -2.585 3.004 -3.446
H -2.334 2.667 -0.493
H -3.383 0.300 -2.127
H -4.167 1.169 -0.777
H -2.613 -1.547 0.932
H -3.641 -1.640 -0.491
H -4.062 -0.526 0.895
H -0.467 2.678 -1.793
H -0.960 1.572 -2.777
C 2.334 0.127 -3.120
C 2.525 -0.301 -1.679
C 3.986 -0.431 -1.317
O 4.050 -0.734 0.073
C 5.377 -0.870 0.537
N 1.837 0.629 -0.714
H 1.278 0.306 -3.313
H 2.604 -0.712 -3.760
H 2.917 1.020 -3.344
H 2.056 -1.278 -1.531
H 4.522 0.517 -1.494
H 4.491 -1.208 -1.899
H 5.350 -0.910 1.625
H 5.982 0.000 0.258
H 5.839 -1.790 0.170
H 2.044 1.579 -1.021
H 2.387 0.516 0.142
C 1.318 -1.142 2.387
C -0.081 -0.552 2.488
C -0.402 -0.090 3.902
O -1.696 0.453 3.891
C -1.968 1.259 5.023
N -0.245 0.584 1.531
H 1.492 -1.510 1.373
H 1.427 -1.995 3.054
H 2.076 -0.394 2.627
H -0.831 -1.309 2.253
H 0.348 0.634 4.266
H -0.335 -0.957 4.576
H -2.001 0.662 5.941
H -2.947 1.715 4.900
H -1.219 2.051 5.131
H -1.093 1.070 1.844
H 0.447 1.283 1.820

Force components x, y, z for each atom (eV/Å):
Fe 0.29 0.15 -0.28
C 1.00 -0.05 0.20
C -0.07 0.24 0.25
O -0.19 -0.19 -0.01
O -0.09 0.12 -0.11
H -0.16 -0.03 -0.03
H -0.33 0.03 0.02
H -0.24 0.01 -0.19
C -0.15 -0.03 0.22
C 0.52 0.33 0.22
C 0.23 -0.07 -0.04
O -0.35 0.09 0.17
C 0.57 -0.01 0.04
N -0.58 0.67 -0.67
H 0.16 0.00 -0.04
H 0.04 -0.06 -0.16
H -0.13 -0.10 -0.08
H -0.13 -0.15 0.03
H 0.00 0.14 -0.07
H -0.03 -0.12 -0.02
H -0.01 0.00 -0.01
H -0.29 0.06 0.03
H -0.23 -0.09 -0.15
H 0.06 -0.11 0.43
H 0.02 -0.57 0.22
C -0.33 -0.25 0.29
C -0.29 -0.10 0.10
C 0.34 0.18 0.57
O -0.10 0.03 -0.30
C 0.16 0.14 0.31
N 0.71 -0.29 -0.34
H -0.01 0.10 0.00
H 0.26 0.22 -0.18
H 0.07 -0.04 -0.17
H 0.01 0.01 0.01
H -0.09 -0.06 -0.08
H -0.14 -0.05 -0.10
H -0.10 -0.07 -0.04
H 0.01 -0.12 -0.11
H 0.03 0.05 -0.12
H -0.16 0.00 -0.01
H -0.31 0.00 0.11
C -0.30 -0.01 -0.37
C 0.06 -0.01 0.35
C 0.38 -0.40 0.08
O -0.06 0.35 -0.04
C -0.16 -0.03 0.29
N -0.05 0.57 0.97
H 0.06 0.03 0.04
H 0.02 0.06 0.11
H 0.04 -0.03 0.06
H 0.09 0.01 -0.31
H -0.15 0.11 -0.16
H -0.09 0.08 -0.02
H 0.14 0.00 -0.05
H 0.00 -0.03 -0.17
H 0.01 -0.04 0.01
H -0.21 -0.40 -0.34
H 0.26 -0.27 -0.36